# C13H45NO9

A 9-piece molecular cluster, C13H45NO9 overall (the ωB97M-V functional and the def2-TZVPD basis, OMol25).

```
68
C13H45NO9 the ωB97M-V functional and the def2-TZVPD basis
C -7.25 -20.16 -1.38
O -7.04 -20.63 -2.68
C -7.65 -19.76 -3.61
C -7.46 -20.38 -5.03
C -6.05 -20.62 -5.50
N -8.13 -19.51 -5.99
H -6.70 -19.24 -1.01
H -6.91 -21.00 -0.70
H -8.32 -19.98 -1.26
H -8.74 -19.63 -3.38
H -7.15 -18.77 -3.55
H -8.03 -21.31 -5.07
H -5.45 -21.24 -4.77
H -5.50 -19.73 -5.75
H -6.14 -21.15 -6.42
H -9.11 -19.42 -5.76
H -7.76 -18.59 -6.00
C -4.19 -18.06 -8.44
C -3.37 -17.45 -7.28
O -3.45 -18.13 -6.08
H -5.22 -18.20 -8.07
H -3.77 -19.02 -8.73
H -4.16 -17.42 -9.30
H -3.71 -16.38 -7.12
H -2.31 -17.37 -7.62
H -2.85 -17.73 -5.44
C -1.93 -18.19 0.46
O -1.65 -19.26 -0.41
H -1.06 -17.53 0.54
H -2.77 -17.64 0.14
H -2.13 -18.63 1.42
H -0.84 -19.73 -0.17
C -6.43 -17.19 1.49
O -5.29 -16.73 0.83
H -7.24 -16.40 1.66
H -6.93 -18.00 0.89
H -6.14 -17.43 2.49
H -5.12 -15.80 1.00
C -6.98 -15.92 -3.73
O -5.96 -14.96 -3.49
H -6.62 -16.95 -3.96
H -7.70 -15.95 -2.84
H -7.52 -15.57 -4.58
H -5.27 -15.34 -2.88
C -2.28 -21.11 -3.13
O -1.62 -19.83 -3.16
H -3.32 -21.18 -3.27
H -1.74 -21.67 -3.83
H -2.22 -21.62 -2.18
H -1.49 -19.54 -2.24
C -4.10 -13.13 1.18
O -5.29 -13.92 1.63
H -3.74 -13.58 0.24
H -4.42 -12.11 1.02
H -3.36 -13.26 2.01
H -5.34 -13.87 2.57
C -1.25 -16.84 -3.16
O -1.30 -17.47 -4.45
H -1.02 -17.60 -2.37
H -0.47 -16.10 -3.04
H -2.25 -16.43 -2.92
H -1.14 -18.42 -4.25
C -4.43 -17.79 -2.72
O -4.51 -16.71 -1.82
H -4.69 -18.75 -2.29
H -5.08 -17.57 -3.56
H -3.44 -17.98 -3.14
H -4.78 -16.87 -0.88
```

Structure (SMILES) ... COC[C@H](C)N.CCO.CO.CO.CO.CO.CO.CO.CO
Total charge ... 0
Kohn-Sham gap ... 9.279 eV